(1)
# C12H29AlCl2NO

A structure of composition C12H29AlCl2NO (the ωB97M-V functional and the def2-TZVPD basis, OMol25).

Positions of all 46 atoms, in Å:
1 C 3.345090 1.750312 2.635605
2 C 2.379195 2.305775 1.600774
3 O 1.582994 1.219106 1.109266
4 C 1.544766 3.448870 2.160901
5 Al 0.141878 3.094285 3.602550
6 C -0.708025 1.231708 3.609162
7 Cl 0.468503 -0.016863 4.175358
8 C -1.388315 0.917668 2.292734
9 C -2.752572 1.614571 2.215476
10 Cl -1.628185 -0.861657 1.943126
11 H 3.777740 0.818938 2.275436
12 H 2.859098 1.599157 3.595967
13 H 4.156759 2.467935 2.760996
14 H 2.985997 2.673081 0.758537
15 H 1.244454 1.463942 0.249971
16 H 1.077743 4.003388 1.340938
17 H 2.246582 4.149035 2.628599
18 H -1.097706 4.125525 3.313993
19 H 0.688494 3.392526 5.102486
20 H -1.473167 1.232827 4.385522
21 H -0.775089 1.269335 1.472391
22 H -2.651334 2.553084 1.672314
23 H -3.481287 0.998318 1.698411
24 H -3.121200 1.869172 3.206606
25 C -0.485734 -0.050477 -1.410220
26 C -1.192358 -1.148057 -2.185277
27 N -0.434775 -1.624072 -3.332950
28 C -1.205595 -2.467214 -4.223601
29 C -1.713793 -3.814475 -3.691510
30 C 0.917670 -2.066177 -3.043205
31 C 1.103567 -3.176935 -2.000384
32 H -0.218283 0.782439 -2.064559
33 H -1.143491 0.318797 -0.625579
34 H 0.417578 -0.415355 -0.918753
35 H -2.140345 -0.754985 -2.563634
36 H -1.451042 -1.954199 -1.482165
37 H -0.607611 -2.643957 -5.123112
38 H -2.070801 -1.881543 -4.551535
39 H -0.913216 -4.547991 -3.603575
40 H -2.457215 -4.224314 -4.379430
41 H -2.190832 -3.710499 -2.716873
42 H 1.490516 -1.195872 -2.715502
43 H 1.374402 -2.372722 -3.988741
44 H 0.505100 -2.997278 -1.106773
45 H 2.148733 -3.214570 -1.687693
46 H 0.845112 -4.160582 -2.392049

Atoms 1-3, force components in eV/Å:
0.0 0.2 -0.3
0.2 0.4 0.1
0.1 -0.3 0.2

The calculation puts the HOMO energy at -5.06 eV. Its net charge is -1. For the LUMO energy, the calculation gives 2.79 eV. Its HOMO-LUMO gap is 7.9 eV.

---

(2)
# C46H48BrN3O3PRu

A structure of composition C46H48BrN3O3PRu at a distorted geometry (the ωB97M-V functional and the def2-TZVPD basis, OMol25).

Positions of all 103 atoms, in Å:
1 Ru 1.532205 0.670886 -0.773893
2 C -3.113095 1.969186 5.364107
3 C -3.525295 0.695886 4.606407
4 C -3.284195 -0.532314 5.492207
5 C -5.024895 0.762486 4.304807
6 C -2.692995 0.616786 3.341707
7 C -1.330195 0.348386 3.418607
8 C -0.568495 0.377786 2.279807
9 Br 1.288605 -0.080014 2.413307
10 C -1.070095 0.720686 0.993507
11 O -0.280695 0.862786 -0.001893
12 C -2.487695 0.896186 0.909107
13 C -3.224395 0.844386 2.077807
14 C -3.261395 1.157286 -0.379893
15 C -2.384295 1.176186 -1.626593
16 C -3.936095 2.533386 -0.271193
17 C -4.325795 0.062686 -0.571593
18 H -3.661095 2.045486 6.302107
19 H -3.332495 2.849686 4.761607
20 H -2.047995 1.961886 5.586907
21 H -3.904395 -0.464614 6.384307
22 H -2.247595 -0.605314 5.807907
23 H -3.545395 -1.442714 4.956707
24 H -5.586795 0.769986 5.236207
25 H -5.340495 -0.104214 3.726707
26 H -5.276295 1.668286 3.759007
27 H -0.852395 0.119486 4.357507
28 H -4.283495 1.021186 1.999907
29 H -1.686495 2.007086 -1.588693
30 H -2.999295 1.283486 -2.517393
31 H -1.826095 0.250786 -1.720893
32 H -3.170595 3.292986 -0.133993
33 H -4.640695 2.586086 0.555807
34 H -4.477295 2.750586 -1.189893
35 H -3.852295 -0.885714 -0.808793
36 H -4.978595 0.324286 -1.401493
37 H -4.942895 -0.078914 0.311607
38 C 1.469205 -6.340814 -2.487493
39 C 2.549505 -5.475214 -2.526293
40 C 2.438005 -4.194314 -2.011593
41 C 1.241605 -3.772314 -1.449593
42 C 0.158105 -4.644714 -1.412193
43 C 0.272905 -5.920814 -1.929693
44 P 1.070405 -2.029714 -0.879693
45 C -0.229895 -2.381914 0.360107
46 C -1.590995 -2.206014 0.158707
47 C -2.486495 -2.536514 1.162507
48 C -2.028195 -3.040214 2.367207
49 C -0.670295 -3.236614 2.566607
50 C 0.225405 -2.916114 1.565207
51 C 0.253805 -1.332514 -2.361893
52 C -0.459595 -1.997114 -3.353993
53 C -0.837295 -1.301914 -4.490993
54 C -0.505095 0.034986 -4.641993
55 C 0.202105 0.700986 -3.651893
56 C 0.600105 0.015786 -2.516693
57 H 1.556605 -7.340314 -2.889193
58 H 3.482605 -5.794714 -2.965593
59 H 3.275805 -3.512614 -2.040493
60 H -0.777995 -4.333814 -0.971393
61 H -0.579795 -6.584514 -1.903393
62 H -1.935795 -1.822914 -0.790993
63 H -3.550595 -2.417114 1.015407
64 H -2.733195 -3.303114 3.142907
65 H -0.308895 -3.641814 3.501307
66 H 1.288905 -3.073414 1.710907
67 H -0.707495 -3.044714 -3.258693
68 H -1.380695 -1.806314 -5.277993
69 H -0.786795 0.563686 -5.541493
70 H 0.448105 1.746786 -3.778093
71 C 5.579205 -2.166614 -3.863193
72 C 6.197905 -1.638614 -2.738893
73 C 5.511405 -0.814014 -1.879693
74 C 4.169405 -0.470014 -2.129993
75 C 3.554705 -1.012714 -3.267593
76 C 4.252205 -1.855514 -4.109393
77 N 3.531205 0.418086 -1.291893
78 N 4.372405 1.161386 -0.590893
79 C 3.859405 1.951786 0.354307
80 C 4.726105 2.699086 1.177807
81 C 4.204905 3.594286 2.081207
82 C 2.830505 3.770286 2.191007
83 C 1.966105 2.986086 1.420807
84 C 2.453105 2.068186 0.519307
85 H 6.126405 -2.809214 -4.536193
86 H 7.225105 -1.886614 -2.524193
87 H 5.986205 -0.405714 -1.001493
88 H 2.544905 -0.727214 -3.515893
89 H 3.750305 -2.272114 -4.970793
90 H 5.786205 2.524886 1.079907
91 H 4.869605 4.162186 2.713907
92 H 2.431205 4.501186 2.880007
93 H 0.896705 3.109386 1.559307
94 N 2.598005 5.107486 -1.101193
95 C 1.214805 5.329286 -0.706193
96 C 0.388505 4.090986 -1.073193
97 O -0.762795 3.950686 -0.767393
98 O 1.074405 3.197586 -1.788293
99 H 3.132405 4.705186 -0.335593
100 H 3.051905 5.968486 -1.376893
101 H 1.991805 3.572186 -1.892393
102 H 0.792605 6.172586 -1.260593
103 H 1.070605 5.524486 0.363307

Atoms 1-3, force components in eV/Å:
-0.7 -1.9 1.3
-0.2 -0.2 0.0
-0.1 0.0 0.2

The calculation puts the HOMO energy (alpha / beta) at -6.80 / -6.81 eV. For the LUMO energy (alpha / beta), the calculation gives -1.41 / -1.28 eV. Its HOMO-LUMO gap (alpha / beta) is 5.4 / 5.5 eV. The multiplicity is 2.

---

(3)
# C46H40ClN6O8P2STi

A structure of composition C46H40ClN6O8P2STi at a distorted geometry (the ωB97M-V functional and the def2-TZVPD basis, OMol25).

Positions of all 105 atoms, in Å:
1 Ti 1.708053 0.224955 -0.642959
2 N 1.454181 4.356910 -2.146774
3 C 1.606474 3.269387 -1.382162
4 S 0.297752 2.100024 -1.366174
5 N 2.693086 3.186379 -0.652158
6 N 2.672287 2.018297 0.058305
7 C 3.537227 1.863884 0.977228
8 C 3.523438 0.571485 1.665075
9 C 4.344268 0.276387 2.731253
10 C 4.259752 -0.983064 3.309595
11 C 3.363496 -1.904631 2.799258
12 C 2.578320 -1.545300 1.718212
13 N 2.647902 -0.330476 1.171226
14 H 0.671207 4.447563 -2.769254
15 H 2.180602 5.053442 -2.153228
16 H 4.266199 2.633301 1.207471
17 H 5.031974 1.025039 3.099383
18 H 4.893502 -1.240334 4.147690
19 H 3.276363 -2.899871 3.209847
20 H 1.887325 -2.245085 1.268598
21 C -3.528163 -0.132591 0.194085
22 N -3.089705 0.802129 1.214314
23 C -1.841897 1.454503 1.059283
24 P -0.283059 0.365996 1.250772
25 C -0.906400 -1.183445 1.963040
26 C -1.612012 -1.170386 3.167507
27 C -2.190523 -2.331426 3.654242
28 C -2.066325 -3.521036 2.946880
29 C -1.364813 -3.546534 1.750362
30 C -0.791919 -2.381219 1.259990
31 C 0.533008 1.230856 2.649145
32 C 0.986372 0.585012 3.796012
33 C 1.654349 1.293637 4.786507
34 C 1.889674 2.652837 4.639224
35 C 1.455011 3.304945 3.491480
36 C 0.785913 2.597339 2.504910
37 C -3.876421 0.966975 2.369127
38 C -4.912992 0.066999 2.630037
39 C -5.700034 0.200212 3.765662
40 C -5.479632 1.221844 4.674285
41 C -4.460631 2.126572 4.412581
42 C -3.673686 2.012716 3.277745
43 P -2.433201 -0.124826 -1.294701
44 C -3.210508 -1.506681 -2.194376
45 C -4.498545 -1.421850 -2.722144
46 C -5.074158 -2.519625 -3.342417
47 C -4.368370 -3.712860 -3.444095
48 C -3.083469 -3.803537 -2.930814
49 C -2.507671 -2.701527 -2.311713
50 C -3.001473 1.343141 -2.207747
51 C -2.628805 1.477293 -3.547072
52 C -2.960909 2.617958 -4.258120
53 C -3.656043 3.650199 -3.636701
54 C -4.024576 3.529958 -2.306285
55 C -3.701810 2.379196 -1.593699
56 H -4.557513 0.091896 -0.107841
57 H -3.518304 -1.171677 0.550256
58 H -1.708851 2.176488 1.855085
59 H -1.761660 1.991426 0.114220
60 H -1.734163 -0.248839 3.722935
61 H -2.750083 -2.302257 4.579889
62 H -2.522493 -4.425771 3.327109
63 H -1.276346 -4.467356 1.188881
64 H -0.278260 -2.405071 0.309756
65 H 0.815368 -0.476201 3.928213
66 H 1.987461 0.779565 5.679023
67 H 2.404282 3.203578 5.415424
68 H 1.635775 4.364277 3.364598
69 H 0.469321 3.119597 1.607117
70 H -5.112915 -0.753312 1.955719
71 H -6.494275 -0.515534 3.936313
72 H -6.093477 1.320785 5.558380
73 H -4.276581 2.948722 5.092294
74 H -2.919044 2.769398 3.111416
75 H -5.049267 -0.489047 -2.662385
76 H -6.073018 -2.444381 -3.751653
77 H -4.816974 -4.567520 -3.933137
78 H -2.523175 -4.724725 -3.024357
79 H -1.495945 -2.766615 -1.934602
80 H -2.083880 0.677516 -4.039326
81 H -2.679697 2.703193 -5.299721
82 H -3.915651 4.541492 -4.192629
83 H -4.575622 4.324476 -1.820166
84 H -4.009180 2.297121 -0.557933
85 O -0.281997 -1.748709 -3.408196
86 Cl 0.977514 -1.372390 -2.899769
87 O 2.029088 -2.241333 -3.270991
88 O 1.290972 0.028513 -3.104437
89 O 0.878131 -1.401675 -1.322294
90 O 3.837780 -2.018886 -0.804071
91 C 4.082458 -1.089065 -1.527110
92 O 3.375969 0.077532 -1.449312
93 C 5.146532 -1.108225 -2.557846
94 C 5.384152 -0.023297 -3.395843
95 C 6.381806 -0.096103 -4.357500
96 C 7.140246 -1.250015 -4.485315
97 C 6.880502 -2.307134 -3.634255
98 C 5.900058 -2.270267 -2.670679
99 N 7.696052 -3.541844 -3.764269
100 O 8.414101 -3.630175 -4.734085
101 O 7.519816 -4.410463 -2.939705
102 H 4.783414 0.870309 -3.295869
103 H 6.568974 0.742793 -5.013027
104 H 7.919210 -1.343062 -5.227755
105 H 5.719404 -3.118799 -2.028287

Atoms 1-3, force components in eV/Å:
-1.0 1.2 -0.5
-0.1 -0.1 0.0
0.0 0.3 0.0

The calculation puts the HOMO energy at -9.94 eV. Its net charge is +1. The calculation puts the energy relative to the best compared isomer or geometry (same formula, charge and spin) at 134.1 kJ/mol. For the LUMO energy, the calculation gives -4.37 eV. Its HOMO-LUMO gap is 5.6 eV.